# 1
ORCA calculation (the ωB97M-V functional and the def2-TZVPD basis) on a 19-piece molecular cluster, C15H61F3N2O22P overall at a distorted geometry.

Last column: Löwdin charge in e.
Atoms and positions in Å:
C 3.94331 1.50792 -0.34841  -0.131
C 3.16344 2.42172 -1.45603  -0.221
C 1.64489 2.53435 -0.94024  -0.203
C 0.54940 2.75046 -2.09715  -0.130
C -0.53370 1.57943 -2.24803  -0.261
O -0.22254 0.51417 -3.20496  -0.322
P -0.06016 -1.01511 -2.34376  0.547
O 1.55662 -0.42589 -1.98920  -0.310
C -1.64888 -1.82824 -3.08978  -0.330
N -2.60691 -2.34270 -2.06188  -0.068
C 0.61435 -2.66282 -1.62602  -0.249
C 0.55026 -2.73702 -0.00582  -0.102
C 1.06416 -4.22372 0.38457  -0.394
F 1.05757 -4.45488 1.79658  0.018
F 0.19496 -5.17818 -0.21210  0.041
F 2.38811 -4.44464 -0.10678  0.043
O -0.81101 -0.42814 -0.88400  -0.228
C -1.25851 0.95749 -0.95113  -0.364
O -2.65719 0.79994 -1.43527  -0.045
C -1.26207 1.78679 0.43556  -0.038
C -1.48351 3.30750 0.41977  0.043
C -1.43687 3.88252 1.84730  -0.064
C -1.20160 2.95917 3.03174  -0.171
N -1.03661 1.54562 3.10880  0.022
C -1.08261 1.06510 1.77354  -0.074
H 3.37635 1.47718 0.64929  0.043
H 3.98390 0.44230 -0.75531  0.064
H 5.00924 1.88024 -0.15183  0.040
H 3.28048 1.96279 -2.49305  0.098
H 3.62139 3.47332 -1.36234  0.089
H 1.54604 3.44111 -0.22675  0.106
H 1.36610 1.58557 -0.35434  0.101
H 1.12698 2.80360 -3.09824  0.123
H -0.02337 3.74490 -2.00564  0.068
H -1.40764 2.09630 -2.79585  0.138
H 0.54930 -1.49262 -3.57736  0.030
H 1.83831 0.19478 -2.70114  0.044
H -2.20643 -1.03450 -3.70273  0.080
H -1.30191 -2.66004 -3.78966  0.051
H -2.13667 -2.70037 -1.22346  0.029
H -3.33862 -1.66504 -1.82458  0.036
H 1.71743 -2.77237 -1.91771  0.091
H -0.00154 -3.51204 -2.09388  0.083
H 1.23427 -1.94190 0.44951  0.132
H -0.53185 -2.67002 0.38204  0.115
H -3.27688 1.17430 -0.76842  0.068
H -1.62033 3.91824 -0.52706  0.093
H -1.57674 5.00259 2.01491  0.085
H -1.14386 3.48221 4.06056  0.092
H -0.95678 -0.07978 1.69396  0.121
O 1.08155 5.68179 1.86474  -0.075
H 1.55879 6.45505 2.19255  0.017
H 1.21970 5.01259 2.54742  0.035
O 0.50366 6.00147 -1.61693  -0.064
H 0.77793 6.12472 -0.69751  0.020
H -0.46032 6.02952 -1.58025  -0.005
O 0.65181 8.37044 1.66182  -0.070
H -0.29453 8.25738 1.51519  0.026
H 0.76151 9.32444 1.74620  0.035
O 2.76583 -5.59753 3.84464  -0.062
H 2.24270 -6.32110 4.21419  -0.012
H 2.24051 -5.29239 3.09243  -0.003
O -1.15257 9.88056 0.41184  -0.058
H -0.70734 9.64168 -0.41184  0.057
H -1.63426 10.68762 0.19222  0.049
O -0.97715 0.64639 -6.19709  -0.069
H -1.91650 0.43708 -6.13495  0.040
H -0.66910 0.61344 -5.27660  0.014
O 0.17004 -4.23320 -4.96751  -0.061
H 1.11913 -4.39344 -5.03794  0.037
H -0.22432 -4.90628 -5.53570  0.030
O -4.50637 0.65327 1.17982  -0.048
H -5.44882 0.45980 1.25278  0.037
H -4.19201 0.63135 2.09273  0.039
O 3.62055 2.17369 2.58583  -0.072
H 4.08777 2.93586 2.94620  0.015
H 3.75201 1.48597 3.24901  0.034
O -0.71566 3.65595 -5.57499  -0.070
H -1.67399 3.74409 -5.63318  0.025
H -0.54687 2.75419 -5.88851  0.006
O 6.20104 3.79117 -0.54345  -0.061
H 6.94465 3.85721 0.06822  0.036
H 6.26477 4.59345 -1.07647  0.039
O 0.63713 -7.54480 5.00144  -0.086
H 0.11552 -8.26599 5.36970  0.026
H 0.11191 -7.23872 4.25077  0.017
O 4.56346 2.85419 5.09225  -0.047
H 5.47304 2.71644 5.38514  0.050
H 4.13010 3.25622 5.85529  0.050
O -1.54809 -8.71626 4.03795  -0.061
H -2.50787 -8.60566 3.97768  0.016
H -1.39767 -9.61622 3.72608  0.050
O -2.43705 5.43806 -2.55398  -0.050
H -1.97139 5.22819 -3.37571  0.043
H -2.92160 6.24721 -2.75852  0.044
O 0.91963 -8.06296 2.30502  -0.060
H 1.66012 -7.99413 2.92089  0.024
H 0.99088 -7.26619 1.76240  0.031
O -4.16886 -9.44005 3.10868  -0.056
H -4.69211 -10.16042 3.47776  0.029
H -4.69305 -9.13219 2.36085  0.041
O -6.87383 -10.19915 2.74629  -0.049
H -7.39687 -10.92100 3.11632  0.049
H -7.39848 -9.89068 1.99691  0.051

Force components x, y, z for each atom (eV/Å):
C -0.10 -0.32 -0.55
C 0.07 -0.02 2.23
C -0.65 0.35 -0.16
C 0.59 -0.68 -0.32
C -1.33 1.85 -1.78
O -1.17 1.43 2.27
P 2.39 -1.85 -3.01
O 0.69 1.06 0.56
C -0.82 0.70 0.61
N -0.39 -0.49 -0.68
C -0.45 -0.72 1.45
C 0.26 -1.71 -0.56
C -0.29 1.46 -1.01
F 0.18 -0.16 -2.57
F 2.16 1.32 1.66
F -2.92 -0.16 1.51
O 0.34 2.56 0.42
C -0.48 -1.95 -1.18
O 0.19 1.21 1.50
C 0.05 1.60 1.49
C 0.88 -2.88 4.08
C 0.17 -2.88 -1.08
C -0.22 0.90 -0.40
N -0.83 3.53 -5.29
C -0.01 -0.25 -0.85
H 0.94 0.20 -1.85
H -0.03 1.31 0.60
H -1.64 -0.58 -0.35
H -0.27 0.82 1.32
H -0.61 -1.53 -0.72
H 0.39 -1.51 -0.92
H 0.54 1.40 -0.92
H -1.14 -0.06 1.39
H 1.07 -1.62 -0.03
H 1.14 -0.45 1.05
H -0.14 0.07 -0.27
H -0.67 -0.79 0.91
H 0.77 -1.11 0.74
H -0.40 1.09 1.00
H -0.33 0.59 -0.55
H 0.96 -0.27 0.13
H -1.81 0.31 0.31
H 0.93 1.07 0.82
H -1.04 -1.22 -0.52
H 1.78 0.03 -0.47
H 0.67 -0.51 -0.41
H 0.13 -0.93 1.47
H 0.34 -1.89 -0.11
H -0.16 -0.85 -1.78
H -0.17 2.04 -0.05
O 0.25 -0.01 0.35
H -0.24 0.12 -0.22
H -0.08 -0.18 -0.32
O -0.07 0.47 0.27
H 0.07 -0.19 -0.01
H -0.05 -0.14 -0.11
O 0.32 0.09 0.22
H 0.15 0.01 0.06
H -0.14 -0.15 -0.08
O -0.14 -0.26 -0.20
H 0.01 0.13 0.31
H 0.19 0.12 0.14
O -0.21 0.44 -0.41
H 0.03 -0.10 0.14
H -0.02 -0.15 0.10
O -0.13 0.37 -0.07
H 0.17 -0.05 0.06
H 0.10 -0.30 0.41
O 0.10 -0.35 -0.26
H -0.10 0.17 0.13
H 0.00 0.11 0.11
O -0.28 0.01 0.23
H 0.14 0.01 -0.10
H 0.18 0.05 -0.18
O 0.00 0.08 0.25
H -0.11 -0.18 0.06
H -0.08 0.18 -0.03
O -0.17 0.23 -0.05
H 0.15 -0.17 -0.05
H -0.12 -0.10 0.07
O 0.38 0.40 0.02
H -0.12 -0.07 -0.06
H -0.10 -0.14 0.02
O 0.53 0.40 0.44
H -0.07 0.18 -0.25
H -0.14 -0.40 0.06
O 0.30 0.16 0.48
H -0.11 -0.02 -0.09
H -0.04 -0.08 -0.16
O -0.38 -0.22 0.26
H 0.09 -0.17 -0.15
H -0.01 0.24 -0.17
O 0.06 0.27 -0.17
H 0.11 -0.18 0.15
H 0.03 -0.14 0.07
O 0.21 0.25 -0.28
H -0.11 -0.10 -0.04
H -0.04 -0.16 -0.08
O 0.13 -0.07 0.03
H -0.06 0.21 -0.13
H 0.07 -0.05 0.17
O -0.40 -0.20 -0.10
H 0.09 0.10 -0.02
H 0.11 0.01 0.09

Its highest occupied orbital energy is -0.137 hartree. The net charge is -1.



# 2
ORCA calculation (the ωB97M-V functional and the def2-TZVPD basis) on C15H64BNO28 as an isolated structure at a distorted geometry.

Last column: Löwdin charge in e.
Atoms and positions in Å:
C -1.69888 -3.64010 -1.01218  -0.056
C -2.33688 -2.29210 -1.37018  -0.208
C -1.35188 -1.12210 -1.66718  -0.165
C -0.52388 -0.80310 -0.43018  -0.068
N 0.27612 0.50590 -0.49118  -0.239
C 1.25512 0.51390 -1.55118  -0.133
C 2.58912 -0.12310 -1.17618  -0.099
C 2.54912 -0.13110 0.37982  -0.130
C 1.21112 0.59090 0.73982  -0.055
C -0.60988 1.70490 -0.57418  -0.115
C -1.54688 1.96890 0.60282  -0.151
C -2.47388 3.24890 0.71082  -0.034
H -1.02888 -3.50510 -0.19418  0.024
H -1.04288 -4.03910 -1.81918  0.099
H -2.40688 -4.37410 -0.74118  0.056
H -2.86488 -2.01310 -0.45218  0.100
H -3.00888 -2.28510 -2.05718  0.042
H -2.02788 -0.38810 -2.10418  0.108
H -0.69988 -1.44310 -2.40218  0.080
H 0.35412 -1.65110 -0.07418  0.204
H -1.30588 -0.61510 0.50482  0.169
H 1.40512 1.61190 -1.48818  0.139
H 0.71212 0.20190 -2.48718  0.150
H 3.45812 0.30790 -1.57418  0.089
H 2.46012 -1.20810 -1.49818  0.120
H 3.44212 0.41790 0.72782  0.108
H 2.70112 -1.11510 0.73682  0.078
H 1.47812 1.62790 1.10882  0.149
H 0.88912 -0.20810 1.43482  0.125
H -1.13488 1.64990 -1.47318  0.099
H 0.04812 2.60290 -0.66918  0.132
H -0.89288 2.16590 1.43682  0.098
H -2.13988 1.17190 0.80182  0.040
H -2.92988 3.46290 1.76182  0.137
H -3.18388 3.24890 0.09282  -0.058
H -2.05788 4.05490 0.17982  0.058
O -1.87988 2.48290 4.60282  0.160
C -0.79288 1.98390 4.58882  -0.458
O 0.28312 2.64590 4.50882  0.295
B 1.39512 1.67990 4.53882  -0.904
O 0.78412 0.43890 4.30582  0.304
C -0.48888 0.59390 4.23982  -0.447
O -1.15688 -0.08510 3.60382  0.204
O 2.14112 1.79090 5.82482  0.292
C 3.31612 2.10090 5.54782  -0.460
O 4.15512 1.92290 6.41982  0.160
C 3.43312 2.23290 4.14182  -0.470
O 2.42312 1.89090 3.55482  0.317
O 4.50212 2.52090 3.60682  0.133
O -4.11388 -1.82710 2.46582  -0.070
H -3.15588 -1.87310 2.13982  0.029
H -4.43188 -1.01710 2.09382  -0.040
O -1.51288 3.80490 -3.50918  -0.027
H -0.88088 4.28390 -3.04418  -0.055
H -0.95288 3.04690 -3.84718  0.095
O -3.97688 2.99490 -2.41218  0.057
H -3.22288 2.96490 -2.77718  -0.104
H -4.01688 3.82190 -1.97618  0.003
O -5.13388 -4.95710 -1.93918  -0.068
H -5.81388 -5.31310 -1.40818  0.006
H -4.76888 -4.16010 -1.41518  0.055
O 3.75312 3.17490 0.99582  -0.018
H 4.18612 2.90590 1.77482  -0.018
H 3.23912 3.87290 1.33982  0.040
O -5.84088 -3.33310 0.44982  -0.041
H -6.23988 -2.68510 -0.19418  0.085
H -5.22088 -2.94410 0.99982  -0.049
O -4.78888 0.61090 1.44582  -0.064
H -4.62288 1.10190 2.34282  0.138
H -5.45988 1.14190 1.06282  0.038
O 7.05812 -0.95310 -1.27618  -0.011
H 6.39512 -0.23710 -1.34718  0.024
H 7.86812 -0.68310 -1.49118  -0.044
O 3.29312 -4.07410 -0.60618  0.102
H 3.93912 -3.60610 -0.23218  -0.008
H 2.80612 -4.21210 0.07382  -0.087
O 3.25112 -3.11610 -3.44418  0.038
H 2.65312 -3.64810 -3.86818  0.026
H 3.45312 -3.63610 -2.74918  -0.027
O 1.01512 -4.03310 1.55182  -0.109
H 1.63012 -3.72410 2.28682  0.073
H 0.07112 -3.70310 1.79582  0.035
O 5.75012 1.90590 -0.46718  -0.128
H 5.16012 2.57090 -0.02018  0.002
H 6.48712 1.72390 0.24482  0.106
O 4.86112 -1.14410 3.46682  -0.021
H 4.82412 -1.22110 2.48682  0.045
H 4.12212 -1.55210 3.83582  -0.009
O -4.58188 5.38790 -0.79818  0.013
H -4.49788 5.62990 0.03782  -0.031
H -4.48488 5.94590 -1.59818  0.093
O -4.33788 0.48590 -1.44118  -0.053
H -4.38288 1.38790 -1.69618  -0.037
H -3.78488 0.54490 -0.62318  0.021
O 0.41812 4.93390 -1.82618  -0.028
H 0.41812 5.62890 -1.18218  0.053
H 0.74512 5.17090 -2.69218  0.058
O 4.57512 1.21590 -4.79718  -0.116
H 4.00612 0.37590 -4.44018  0.074
H 5.10712 1.45890 -4.05818  -0.016
O 2.62412 -1.00710 -5.05518  -0.121
H 3.02412 -1.72710 -4.43518  0.034
H 1.63112 -1.08010 -5.03518  0.058
O -2.86388 -7.00010 -2.47918  0.057
H -3.40188 -6.41210 -2.62918  -0.157
H -3.37288 -7.64310 -1.99118  0.052
O -1.48488 -2.65410 2.48882  -0.058
H -1.50788 -1.83110 2.97282  0.003
H -1.18488 -3.38610 3.05282  0.078

Force components x, y, z for each atom (eV/Å):
C 1.23 0.83 -1.80
C 4.46 0.23 5.45
C -1.01 -1.07 1.33
C -0.04 -0.36 3.54
N 0.03 -1.18 2.92
C 0.39 2.57 -2.31
C -2.89 -3.61 0.80
C 1.02 2.36 -1.82
C 1.26 -1.86 1.26
C 0.27 2.15 0.83
C 1.23 2.89 0.72
C 4.36 -0.95 4.30
H 0.38 0.10 0.83
H -0.64 0.14 0.25
H -0.86 -0.85 0.18
H -0.24 0.26 0.00
H -4.17 -0.44 -4.69
H 0.44 0.80 0.52
H 1.36 -0.67 -1.87
H -2.88 2.16 -1.26
H 2.32 -0.83 -2.19
H 0.58 -0.41 -1.47
H 1.09 0.43 0.69
H 0.85 0.76 -0.79
H 0.87 1.19 0.09
H -0.67 0.17 0.12
H -0.59 -1.10 0.55
H -1.07 -1.23 -0.47
H -1.02 1.70 0.57
H -0.90 -0.31 -1.64
H -0.27 -0.76 0.04
H 0.34 -0.62 0.65
H -1.71 -2.60 0.78
H 1.51 -0.38 -1.79
H -6.63 -1.42 -4.61
H 1.78 1.87 0.53
O -1.08 -0.14 0.45
C -3.21 1.54 -0.39
O 3.03 1.44 0.27
B 0.07 0.95 1.76
O 1.93 -2.10 0.63
C 2.28 1.82 0.87
O -4.65 -4.21 -2.62
O -5.86 -0.73 -0.40
C 3.96 -1.72 5.70
O 0.70 1.45 -1.62
C 8.33 2.33 -1.50
O -4.83 -0.86 -3.42
O -0.79 0.18 -0.09
O 2.27 -1.05 -0.56
H -2.14 -0.34 0.77
H -0.61 0.92 -0.40
O -0.49 -3.05 -2.15
H 1.47 1.64 1.86
H -1.18 1.15 0.27
O -8.81 -0.84 3.68
H 9.03 -0.31 -4.60
H -0.37 1.36 0.97
O 2.32 2.35 -0.20
H -1.13 -0.40 1.15
H -1.17 -2.06 -0.95
O -0.36 -0.38 -2.28
H 1.29 -1.16 2.26
H -1.06 1.53 0.19
O -2.79 -0.96 -3.21
H 0.95 -0.75 1.43
H 1.93 1.84 1.87
O 1.54 1.16 3.30
H -0.27 -1.43 -2.30
H -1.17 0.61 -0.95
O -5.92 -1.72 1.54
H 1.00 -0.26 -0.02
H 4.83 2.10 -1.45
O 1.35 -0.98 -8.52
H 4.75 3.06 1.65
H -6.13 -2.06 6.74
O 0.85 3.91 -2.01
H -2.50 -1.88 -2.20
H 1.56 -2.33 4.38
O -0.76 1.23 1.69
H -1.52 -0.54 -1.23
H 2.55 -0.44 -0.66
O 1.66 -0.08 2.49
H 0.54 -0.71 -0.60
H -2.18 0.57 -2.10
O 2.08 1.14 -1.93
H -0.14 -0.01 1.21
H -1.97 -1.10 0.73
O -0.75 -3.06 -7.15
H 0.80 2.87 5.10
H -0.02 0.30 1.93
O 1.00 -1.69 1.68
H -0.18 1.78 -0.85
H -0.87 -0.32 -0.80
O -0.43 -1.59 -0.10
H 0.25 0.90 -0.09
H 0.55 0.87 0.18
O -2.62 -3.19 0.62
H 1.81 2.96 -1.61
H 0.71 0.32 0.89
O -0.39 -1.24 1.27
H -1.28 1.54 -1.33
H 1.72 -0.10 0.15
O 8.78 -9.70 2.44
H -8.90 10.19 -2.61
H 0.08 -0.41 0.21
O 0.50 -1.30 -0.88
H 0.57 0.52 0.92
H -0.65 0.71 0.29

Its highest occupied orbital energy is -0.367 hartree.



# 3
ORCA calculation (the ωB97M-V functional and the def2-TZVPD basis) on C15H6BF2IMgO5 as an isolated structure at a distorted geometry.

Last column: natural (NBO) charge in e.
Atoms and positions in Å:
Mg 8.10777 9.01788 9.68098  1.725
I 7.75477 9.05757 12.51339  0.076
C 6.44612 7.31174 12.42098  -0.044
C 6.11506 6.59828 13.52902  -0.395
C 5.27672 5.46500 13.38941  -0.228
C 4.82190 5.05212 12.17318  -0.304
C 5.16073 5.82397 10.95401  0.082
C 4.53248 5.52054 9.73511  -0.428
C 4.81975 6.35546 8.63978  -0.200
C 5.61875 7.52171 8.76469  -0.340
C 6.10576 7.94474 9.99761  -0.674
C 6.01979 6.98255 11.07091  -0.163
H 6.48749 6.92574 14.50401  0.199
H 5.02174 4.87546 14.31488  0.183
H 4.37084 4.05823 12.03280  0.187
H 3.90641 4.63969 9.56310  0.179
H 4.54025 6.04686 7.61953  0.175
H 5.79404 8.14231 7.88805  0.208
O 11.93076 9.34608 5.05368  -0.568
C 11.15434 9.40347 5.99230  0.393
C 11.52200 9.36246 7.50163  0.349
O 12.64243 9.35567 7.96046  -0.602
C 10.26150 9.30757 8.26508  0.219
C 9.14291 9.40373 7.35115  0.218
O 7.89831 9.28693 7.67175  -0.812
C 9.57918 9.50881 5.95127  0.362
O 8.87662 9.58673 4.93282  -0.590
O 10.08147 9.19485 9.53204  -0.859
F 6.86662 10.52741 10.00430  -0.592
B 5.93246 9.93499 10.70250  0.810
F 4.89746 10.77014 10.97387  -0.567

Force components x, y, z for each atom (eV/Å):
Mg -0.71 -1.04 -0.76
I -0.53 -1.27 1.06
C 0.37 -0.25 -2.93
C -0.22 -0.28 1.52
C 0.45 -0.35 1.50
C 1.13 0.23 -1.84
C -1.03 -0.66 1.80
C 0.35 0.23 -0.76
C 1.09 1.36 -0.47
C -2.57 -1.42 -1.62
C 3.22 1.42 1.86
C -1.06 0.64 2.12
H -0.31 -0.23 -0.20
H 0.29 0.66 -0.97
H -0.27 0.69 0.17
H 0.30 0.14 0.42
H -0.10 0.14 0.44
H 0.09 -0.33 -0.05
O -0.70 0.07 0.80
C -0.77 0.16 0.32
C -0.93 0.00 -0.35
O 0.80 -0.02 0.09
C -0.77 0.39 -1.74
C -0.20 -0.50 -0.53
O 1.53 0.40 0.69
C 0.72 -0.19 -1.24
O 1.09 0.00 1.51
O -0.08 -0.07 0.12
F 1.95 2.81 -1.70
B -3.18 -2.94 0.96
F 0.04 0.21 -0.21

Its highest occupied orbital energy (spin up / spin down) is 0.049 / 0.050 hartree. The net charge is -2.